1.
{
  "formula": "C6H9NO2",
  "method": "wB97M-V/def2-TZVPD",
  "e_tot_ha": -439.116807,
  "gap_ev": 10.242,
  "homo_energy_ev": -9.6,
  "elements": ["O", "C", "C", "N", "C", "C", "C", "C", "H", "H", "H", "H", "H", "H", "H", "O", "H", "H"],
  "coordinates": [[0.23, 1.78, -0.37], [0.46, 0.42, -0.21], [1.91, 0.04, -0.29], [2.45, -0.99, 0.33], [-0.40, -0.42, 0.69], [-1.83, 0.12, 0.71], [-1.90, -0.04, -0.83], [-0.47, -0.58, -0.83], [0.53, 2.22, 0.44], [0.04, -1.07, 1.45], [-2.52, -0.55, 1.23], [-1.94, 1.14, 1.11], [-2.62, -0.80, -1.14], [-2.06, 0.88, -1.42], [-0.10, -1.39, -1.46], [2.78, 1.00, -0.13], [1.92, -1.84, 0.23], [3.49, 0.07, 0.50]]
}

---

2.
{
  "formula": "C3H8Br2S2",
  "method": "wB97M-V/def2-TZVPD",
  "e_tot_ha": -6063.495847,
  "gap_ev": 9.487,
  "homo_energy_ev": -9.0,
  "elements": ["Br", "Br", "C", "H", "H", "S", "S", "C", "C", "H", "H", "H", "H", "H", "H"],
  "coordinates": [[-0.29, 0.47, -3.47], [-0.58, -2.29, -1.88], [-0.73, -0.39, -1.82], [-0.07, 0.00, -1.02], [-1.77, -0.12, -1.55], [-6.35, -0.58, -0.79], [-5.34, 0.58, -2.12], [-5.00, -1.32, 0.17], [-4.95, -0.60, -3.44], [-5.46, -1.95, 0.95], [-4.38, -0.55, 0.65], [-4.35, -1.95, -0.46], [-4.29, -1.40, -3.09], [-5.87, -1.05, -3.86], [-4.43, -0.04, -4.23]]
}

---

3.
{
  "formula": "C4H7N2",
  "method": "wB97M-V/def2-TZVPD",
  "e_tot_ha": -265.846179,
  "gap_ev": 10.216,
  "homo_energy_ev": -15.7,
  "total_charge": 1,
  "smiles": "[NH2+]=C1CCC=N1",
  "elements": ["N", "C", "C", "C", "C", "N", "H", "H", "H", "H", "H", "H", "H"],
  "coordinates": [[-1.45, 0.97, -1.32], [-0.56, 0.48, -0.48], [0.18, -0.91, -0.49], [1.02, -0.75, 0.74], [0.50, 0.49, 1.47], [-0.34, 1.15, 0.68], [-1.68, 0.67, -2.29], [-1.79, 1.79, -0.92], [-0.65, -1.64, -0.37], [0.88, -0.89, -1.40], [2.02, -0.60, 0.52], [1.13, -1.57, 1.46], [0.73, 0.80, 2.39]]
}

---

4.
{
  "formula": "C37H29Br2HgN6O2S",
  "method": "wB97M-V/def2-TZVPD",
  "e_tot_ha": -7605.891534,
  "spin_multiplicity": 2,
  "gap_ev": [3.652, 3.650],
  "homo_energy_ev": [0.6, 0.6],
  "s_squared": 0.77,
  "total_charge": -2,
  "elements": ["Hg", "N", "C", "S", "N", "N", "C", "C", "C", "C", "C", "C", "C", "C", "C", "C", "C", "C", "N", "H", "H", "H", "H", "H", "H", "H", "H", "H", "H", "H", "Br", "C", "C", "C", "C", "C", "C", "C", "C", "C", "C", "H", "H", "H", "H", "H", "H", "Br", "C", "C", "C", "C", "C", "C", "N", "C", "C", "C", "C", "C", "C", "N", "H", "H", "H", "H", "H", "H", "H", "H", "H", "C", "O", "C", "O", "H", "H", "H"],
  "coordinates": [[-0.33, 0.10, -0.24], [1.99, 2.37, 3.66], [1.36, 1.66, 2.63], [1.90, -0.06, 2.81], [0.55, 2.33, 1.92], [-0.31, 1.90, 0.97], [-1.10, 2.84, 0.39], [-1.01, 4.26, 0.62], [0.21, 4.91, 0.90], [0.26, 6.27, 1.11], [-0.88, 7.05, 1.04], [-2.10, 6.43, 0.79], [-2.16, 5.07, 0.61], [-2.13, 2.33, -0.46], [-2.72, 3.07, -1.51], [-3.71, 2.52, -2.28], [-4.13, 1.21, -2.02], [-3.45, 0.50, -1.05], [-2.48, 1.01, -0.30], [2.92, 2.03, 3.86], [1.92, 3.37, 3.54], [1.12, 4.33, 0.93], [1.21, 6.75, 1.32], [-0.83, 8.12, 1.19], [-3.01, 7.02, 0.76], [-3.12, 4.60, 0.46], [-2.34, 4.05, -1.74], [-4.13, 3.07, -3.11], [-4.93, 0.75, -2.58], [-3.69, -0.54, -0.86], [-1.15, -0.78, 2.84], [-0.12, -2.39, 3.10], [-0.40, -3.11, 4.24], [-0.10, -4.47, 4.30], [0.31, -5.11, 3.15], [0.65, -4.38, 2.00], [1.00, -5.03, 0.80], [1.41, -4.31, -0.29], [1.66, -2.95, -0.15], [1.33, -2.26, 1.01], [0.63, -2.95, 2.03], [-0.90, -2.62, 5.06], [-0.28, -5.02, 5.21], [0.40, -6.19, 3.11], [0.91, -6.11, 0.75], [1.61, -4.80, -1.23], [2.12, -2.40, -0.96], [1.08, 6.13, -4.46], [0.64, 4.40, -3.77], [1.18, 3.99, -2.55], [0.91, 2.72, -2.11], [0.10, 1.82, -2.84], [-0.44, 2.29, -4.07], [-0.17, 3.56, -4.51], [-0.13, 0.59, -2.33], [-0.52, -0.46, -3.09], [-0.93, -1.65, -2.53], [-1.17, -2.82, -3.33], [-1.65, -3.96, -2.76], [-1.91, -3.98, -1.37], [-1.61, -2.85, -0.64], [-1.12, -1.73, -1.15], [1.81, 4.65, -1.97], [1.33, 2.36, -1.18], [-1.11, 1.67, -4.64], [-0.58, 3.92, -5.45], [-0.41, -0.41, -4.18], [-0.95, -2.77, -4.39], [-1.83, -4.84, -3.36], [-2.32, -4.86, -0.89], [-1.80, -2.84, 0.43], [4.22, -0.78, 0.04], [3.43, -1.24, 1.11], [2.02, -0.88, 1.05], [1.72, -0.05, 0.13], [5.23, -0.64, 0.42], [3.83, 0.16, -0.35], [4.23, -1.52, -0.77]]
}

---

5.
{
  "formula": "C9H7F9MnN2O7S3",
  "method": "wB97M-V/def2-TZVPD",
  "e_tot_ha": -4226.968849,
  "spin_multiplicity": 4,
  "gap_ev": [5.541, 7.487],
  "homo_energy_ev": [-17.6, -17.6],
  "s_squared": 3.88,
  "total_charge": 2,
  "elements": ["Mn", "F", "C", "F", "F", "S", "O", "O", "N", "S", "O", "O", "C", "F", "F", "F", "C", "S", "O", "O", "O", "H", "H", "H", "F", "C", "F", "F", "C", "C", "C", "N", "C", "C", "H", "H", "H", "H"],
  "coordinates": [[-0.41, -0.05, -0.72], [1.96, -3.86, -3.21], [1.34, -2.75, -2.91], [0.04, -2.98, -2.78], [1.54, -1.85, -3.84], [1.94, -2.07, -1.24], [0.69, -1.55, -0.56], [2.59, -3.07, -0.51], [2.77, -0.75, -1.59], [2.60, 0.41, -0.55], [1.18, 0.95, -0.72], [2.79, 0.07, 0.81], [3.64, 1.92, -1.15], [4.91, 1.73, -0.92], [3.19, 2.96, -0.49], [3.39, 2.05, -2.42], [-2.17, 1.45, -3.79], [-1.86, 0.10, -2.70], [-1.90, 0.66, -1.20], [-2.76, -0.97, -2.81], [-0.42, -0.28, -2.62], [-3.07, 1.96, -3.45], [-2.35, 1.06, -4.79], [-1.33, 2.13, -3.78], [-2.20, 1.53, 5.70], [-1.88, 0.29, 5.34], [-2.92, -0.50, 5.56], [-0.88, -0.12, 6.11], [-1.45, 0.23, 3.87], [-1.60, -0.95, 3.15], [-1.20, -0.99, 1.83], [-0.68, 0.08, 1.21], [-0.52, 1.22, 1.90], [-0.88, 1.34, 3.23], [-2.02, -1.83, 3.62], [-1.28, -1.91, 1.26], [-0.08, 2.05, 1.36], [-0.72, 2.27, 3.76]]
}

---

6.
{
  "formula": "C15H16AuClN2O6PS2",
  "method": "wB97M-V/def2-TZVPD",
  "e_tot_ha": -2875.869068,
  "spin_multiplicity": 2,
  "gap_ev": [9.406, 6.179],
  "homo_energy_ev": [-9.3, -9.3],
  "s_squared": 0.76,
  "elements": ["Au", "O", "C", "O", "C", "C", "Cl", "N", "N", "C", "C", "O", "O", "C", "C", "C", "C", "C", "C", "H", "H", "H", "H", "H", "H", "C", "C", "O", "P", "S", "S", "O", "C", "C", "H", "H", "H", "H", "H", "H", "H", "H", "H", "H"],
  "coordinates": [[-2.16, -0.13, -1.32], [-1.33, -6.17, -1.36], [-0.09, -5.71, -1.38], [0.86, -6.44, -1.38], [0.09, -4.22, -1.38], [1.33, -3.60, -1.34], [2.84, -4.36, -1.23], [1.14, -2.25, -1.36], [-0.18, -1.97, -1.41], [-0.82, -3.12, -1.42], [-2.32, -3.13, -1.46], [-2.91, -4.20, -1.44], [-2.96, -2.01, -1.53], [2.08, -1.15, -1.27], [1.57, 0.11, -1.00], [2.40, 1.21, -0.89], [3.77, 1.06, -1.05], [4.28, -0.19, -1.33], [3.45, -1.30, -1.45], [-2.00, -5.43, -1.38], [0.51, 0.24, -0.86], [1.97, 2.17, -0.67], [4.43, 1.92, -0.97], [5.35, -0.33, -1.47], [3.89, -2.25, -1.68], [-4.22, 4.33, 1.12], [-2.79, 4.02, 1.50], [-2.66, 2.58, 1.66], [-1.56, 1.80, 0.85], [-1.80, -0.14, 1.26], [-1.66, 2.15, -1.13], [-0.15, 2.38, 1.30], [0.33, 2.15, 2.65], [1.66, 1.43, 2.57], [-4.35, 5.41, 1.05], [-4.91, 3.95, 1.88], [-4.46, 3.88, 0.16], [-2.52, 4.47, 2.46], [-2.09, 4.38, 0.74], [-0.40, 1.56, 3.21], [0.42, 3.13, 3.12], [1.54, 0.47, 2.08], [2.05, 1.27, 3.57], [2.37, 2.02, 2.00]]
}

---

7.
{
  "formula": "H31O15",
  "method": "wB97M-V/def2-TZVPD",
  "e_tot_ha": -1146.951238,
  "gap_ev": 11.073,
  "homo_energy_ev": -13.7,
  "total_charge": 1,
  "elements": ["O", "H", "H", "O", "H", "H", "O", "H", "H", "O", "H", "H", "O", "H", "H", "O", "H", "H", "O", "H", "H", "O", "H", "H", "O", "H", "H", "O", "H", "O", "H", "H", "O", "H", "H", "O", "H", "H", "O", "H", "H", "O", "H", "H", "H", "H"],
  "coordinates": [[0.29, 2.22, 1.78], [0.02, 2.50, 2.66], [0.52, 3.02, 1.26], [1.76, -0.40, -3.46], [2.47, 0.01, -4.00], [2.42, -0.91, -2.97], [-1.21, 0.46, 3.51], [-0.58, 1.73, 0.70], [-0.43, -0.13, 3.60], [-0.34, 4.34, 0.18], [-0.07, 5.08, 0.69], [-1.23, 4.32, -0.13], [1.88, 1.04, -0.82], [1.85, 0.69, -1.72], [1.54, 1.93, -0.70], [-1.23, 1.28, -0.05], [-0.81, 0.37, -0.24], [-1.61, 0.24, 4.36], [-3.84, 1.60, -2.69], [-3.30, 1.10, -2.07], [-3.43, 2.30, -3.16], [-0.78, -1.29, -0.28], [-0.99, -1.45, -1.22], [-0.18, -1.99, -0.07], [3.85, -0.77, -1.32], [3.17, -0.53, -0.63], [4.63, -0.26, -1.06], [-2.96, -3.33, -0.57], [-1.96, 0.69, 0.61], [-0.94, -1.57, -3.31], [-1.27, -1.43, -4.21], [0.01, -1.74, -3.36], [2.56, 0.32, 3.28], [2.71, 0.27, 2.33], [3.05, 1.06, 3.66], [0.29, -1.67, 2.95], [1.21, -1.61, 3.21], [0.38, -2.26, 2.19], [-2.68, -0.17, 1.46], [-1.97, -0.29, 2.19], [-2.68, -0.87, 0.80], [1.88, -2.47, -0.43], [2.75, -2.08, -0.64], [1.99, -3.33, -0.88], [-2.89, -2.75, -1.33], [-3.82, -3.28, -0.15]]
}

---

8.
{
  "formula": "C9H11N3",
  "method": "wB97M-V/def2-TZVPD",
  "e_tot_ha": -513.636528,
  "gap_ev": [7.147, 7.144],
  "homo_energy_ev": [-7.1, -7.1],
  "elements": ["C", "C", "C", "C", "C", "C", "C", "C", "C", "N", "N", "N", "H", "H", "H", "H", "H", "H", "H", "H", "H", "H", "H"],
  "coordinates": [[-3.88, -0.67, 0.13], [-3.68, 0.72, 0.13], [-2.72, -1.46, -0.12], [-2.43, 1.26, -0.01], [-1.42, -0.90, -0.10], [-1.26, 0.51, 0.06], [3.56, 0.24, 0.05], [2.73, -1.15, 0.04], [2.44, 1.29, -0.03], [1.37, -0.77, 0.17], [-0.09, 1.17, -0.06], [1.25, 0.44, 0.00], [-4.93, -0.96, 0.21], [-4.48, 1.33, 0.14], [-2.95, -2.55, -0.25], [-2.17, 2.38, -0.07], [-0.54, -1.61, -0.25], [4.21, 0.39, 1.01], [4.26, 0.10, -0.86], [2.94, -1.77, -0.99], [3.18, -1.84, 0.89], [2.30, 1.85, 0.82], [2.30, 2.03, -0.92]]
}

---

9.
{
  "formula": "C3H4Br2O6S2",
  "method": "wB97M-V/def2-TZVPD",
  "e_tot_ha": -6512.541785,
  "gap_ev": 6.369,
  "homo_energy_ev": -1.3,
  "total_charge": -2,
  "elements": ["C", "C", "C", "O", "O", "O", "O", "O", "O", "S", "S", "Br", "Br", "H", "H", "H", "H"],
  "coordinates": [[-1.16, -0.87, 2.14], [-0.83, 0.12, 1.37], [-0.65, -1.13, -2.59], [-0.86, 2.44, 2.51], [1.28, -1.27, -0.88], [0.95, 0.94, 3.25], [1.17, 1.92, 1.13], [0.54, 1.06, -1.42], [1.91, -0.20, -3.00], [0.18, 1.47, 2.13], [0.93, -0.39, -1.94], [-1.13, -0.12, -4.14], [0.09, -2.83, -3.24], [1.13, 1.32, -0.64], [-0.77, -0.90, 3.18], [-1.84, -1.73, 1.78], [-0.94, 0.17, 0.35]]
}

---

10.
{
  "formula": "C19H21ClN2O6S",
  "method": "wB97M-V/def2-TZVPD",
  "e_tot_ha": -2155.996173,
  "gap_ev": 8.593,
  "homo_energy_ev": -8.4,
  "smiles": "Cc1ccc(NC(=O)COC(=O)[C@H](NS(=O)(=O)c2ccc(Cl)cc2)[C@H](C)O)cc1",
  "elements": ["C", "C", "C", "C", "C", "N", "C", "O", "C", "O", "C", "O", "C", "N", "S", "O", "O", "C", "C", "C", "C", "Cl", "C", "C", "C", "C", "O", "C", "C", "H", "H", "H", "H", "H", "H", "H", "H", "H", "H", "H", "H", "H", "H", "H", "H", "H", "H", "H", "H", "H"],
  "coordinates": [[5.36, 0.32, 2.10], [4.05, -0.28, 1.70], [3.99, -1.25, 0.71], [2.79, -1.80, 0.30], [1.61, -1.38, 0.89], [0.35, -1.86, 0.51], [0.05, -2.73, -0.47], [0.84, -3.36, -1.14], [-1.47, -2.89, -0.68], [-2.07, -1.62, -0.95], [-3.14, -1.28, -0.23], [-3.67, -1.98, 0.59], [-3.67, 0.08, -0.67], [-2.54, 0.94, -1.00], [-1.55, 1.27, 0.31], [-1.89, 2.54, 0.88], [-1.59, 0.13, 1.18], [0.08, 1.35, -0.41], [0.41, 0.49, -1.44], [1.71, 0.44, -1.89], [2.67, 1.26, -1.30], [4.30, 1.16, -1.83], [2.33, 2.14, -0.29], [1.02, 2.18, 0.16], [-4.58, 0.71, 0.42], [-5.99, 0.14, 0.33], [-4.65, 2.11, 0.24], [1.65, -0.43, 1.91], [2.86, 0.11, 2.30], [5.23, 1.07, 2.87], [6.03, -0.45, 2.49], [5.85, 0.77, 1.24], [4.91, -1.58, 0.23], [2.77, -2.55, -0.47], [-0.43, -1.37, 0.95], [-1.63, -3.54, -1.55], [-1.93, -3.33, 0.21], [-4.24, -0.07, -1.60], [-2.86, 1.81, -1.42], [-0.36, -0.14, -1.87], [2.00, -0.24, -2.68], [3.08, 2.78, 0.15], [0.72, 2.85, 0.96], [-4.15, 0.47, 1.39], [-6.60, 0.57, 1.12], [-5.96, -0.94, 0.44], [-6.44, 0.40, -0.63], [-3.87, 2.52, 0.63], [0.73, -0.11, 2.37], [2.88, 0.85, 3.09]]
}

---

11.
{
  "formula": "C3H7NO2",
  "method": "wB97M-V/def2-TZVPD",
  "e_tot_ha": -323.473387,
  "gap_ev": [7.569, 8.954],
  "homo_energy_ev": [-10.0, -10.4],
  "elements": ["C", "O", "C", "N", "H", "H", "H", "C", "O", "H", "H", "H", "H"],
  "coordinates": [[-0.52, -0.80, -1.29], [0.11, -0.41, -0.02], [0.99, -2.27, 0.73], [0.98, -3.18, 1.45], [-0.46, 0.04, -1.97], [-1.55, -1.05, -1.04], [-0.02, -1.66, -1.73], [-0.17, 2.00, 0.81], [0.41, 1.34, -0.27], [1.17, -0.66, 0.06], [-1.26, 1.88, 0.85], [0.05, 3.07, 0.64], [0.28, 1.71, 1.77]]
}

---

12.
{
  "formula": "C15H20ClNOS",
  "method": "wB97M-V/def2-TZVPD",
  "e_tot_ha": -1571.491614,
  "gap_ev": 8.248,
  "homo_energy_ev": -7.8,
  "elements": ["O", "C", "N", "C", "H", "C", "H", "C", "C", "C", "C", "H", "H", "H", "H", "H", "H", "H", "H", "H", "H", "C", "C", "H", "H", "S", "C", "C", "C", "C", "C", "C", "H", "H", "Cl", "H", "H", "H", "H"],
  "coordinates": [[2.03, 0.24, -1.85], [1.19, -0.01, -0.93], [1.54, -0.79, 0.21], [0.85, -1.04, 1.30], [0.28, -0.29, 1.33], [1.80, -1.24, 2.55], [2.29, -2.14, 2.52], [2.82, -0.38, 2.87], [4.17, -0.77, 2.24], [4.10, -0.63, 0.63], [3.01, -1.46, 0.27], [2.99, -2.57, 0.64], [3.21, -1.69, -1.19], [3.98, 0.44, 0.42], [5.07, -1.13, 0.29], [5.04, 0.11, 2.55], [4.42, -1.62, 2.38], [2.58, 0.79, 2.43], [2.85, -0.20, 4.00], [1.04, -1.14, 3.51], [0.26, -1.98, 1.17], [0.05, 0.71, -0.68], [-0.47, 1.24, -2.04], [-0.71, 2.38, -2.02], [0.32, 0.90, -2.68], [-1.83, 0.24, -3.03], [-3.20, 0.65, -2.38], [-4.49, 0.08, -2.58], [-5.53, 0.46, -2.16], [-5.71, 1.27, -1.08], [-4.60, 1.69, -0.40], [-3.31, 1.34, -1.10], [-2.48, 1.94, -0.61], [-4.56, 2.36, 0.25], [-7.19, 1.53, -0.36], [-6.62, -0.02, -2.38], [-4.40, -0.70, -3.60], [-0.74, 0.08, -0.48], [-0.04, 1.37, 0.01]]
}

---

Largest force on an atom
In order: 5.22, 1.41, 7.47, 2.39, 5.12, 0.45, 2.38, 7.25, 3.35, 0.99, 2.85, 19.13
Unit: eV Å⁻¹